C4H7NO | ωB97M-V/def2-TZVPD

Bonds (Å) are listed after each position.
Cartesian coordinates (Å):
1 O 0.6167 -0.4933 1.0764  C2 1.367, C4 1.482
2 C 0.9352 -0.0397 -0.1733  O1 1.367, C3 1.330, N6 1.405
3 C 1.8854 -0.5621 -0.9434  C2 1.330, H7 1.083, H8 1.081
4 C -0.8643 -0.5119 1.0365  O1 1.482, C5 1.526, H9 1.099, H10 1.090
5 C -1.1523 0.7948 0.3020  C4 1.526, N6 1.457, H11 1.093, H12 1.096
6 N 0.0234 0.9635 -0.5413  C2 1.405, C5 1.457, H13 1.009
7 H 2.0570 -0.1016 -1.9083  C3 1.083
8 H 2.4693 -1.4119 -0.6184  C3 1.081
9 H -1.4019 -0.5805 1.9924  C4 1.099
10 H -1.1056 -1.4579 0.5514  C4 1.090
11 H -2.0713 0.8227 -0.2894  C5 1.093
12 H -1.2079 1.5986 1.0446  C5 1.096
13 H -0.1835 0.9795 -1.5292  N6 1.009

## Properties
E_LUMO, eV: 0.973
2S+1: 1
Calculated total energy, eV: -7797.8461
Structure (SMILES): C=C1NCCO1
HOMO-LUMO gap, hartree: 0.335
Highest occupied orbital energy, eV: -8.1
Maximum force, eV/A: 1.25

Partial charges, natural (NBO), in e: -0.4982 0.4630 -0.5824 -0.0922 -0.2492 -0.6282 0.2038 0.2219 0.2007 0.1807 0.2057 0.1906 0.3836